[1]
C23H25N5 | ωB97M-V with the def2-TZVPD basis set

Structure (ORCA input):
```
! RIJCOSX wB97M-V def2-TZVPD def2/J DEFGRID3
* xyz 0 1
H 1.3119 0.9525 2.5644
H -4.3082 -2.4528 -1.2710
H -7.3339 0.0705 0.3715
N 0.8482 1.7910 -1.5976
C 1.9458 1.5459 1.8976
C -5.3289 0.4756 1.0057
H -3.2463 0.6630 1.4503
H 1.9726 0.0558 -1.7560
H -2.2483 -1.5652 -2.1610
H 2.9571 2.4536 -0.1549
C 3.1161 -0.4812 1.2255
N 2.4587 -3.0523 -1.2911
C -1.6337 -1.6061 -1.2740
H -1.8071 -1.1641 2.0673
C -1.3794 -1.3569 1.0942
C 2.9310 1.3752 -0.3345
H -6.6724 -1.8043 -1.0895
C -3.6134 -0.9413 0.0792
C -2.1968 -1.3126 -0.0342
C -0.2912 -1.9035 -1.3870
N 2.3540 0.6838 0.8055
C -0.2006 1.5341 -0.7933
C 2.1218 1.1294 -1.6205
H 2.6892 -0.8368 2.1682
C 4.1662 -2.1958 -0.4043
H -5.6139 1.2997 1.6437
H 2.6655 1.5327 -2.4774
C -0.0366 -1.6540 0.9845
C 3.0825 2.1738 2.7124
C 3.0654 -1.5714 0.2044
C 1.9586 -2.1614 -0.3979
C -5.9223 -1.2630 -0.5313
H 3.7506 2.7418 2.0685
H 3.9590 1.0380 -0.5157
N 3.7857 -3.0932 -1.2921
H 5.2082 -2.0243 -0.2195
C -4.5919 -1.6230 -0.6398
C -1.1929 2.4241 -1.1346
H 4.1777 -0.2409 1.4105
C -6.2948 -0.2122 0.2901
H 1.3238 2.3376 1.4719
H 0.1310 -2.0931 -2.3643
H 3.6625 1.4093 3.2238
H 0.5802 -1.6922 1.8681
C -3.9991 0.1126 0.9046
H -0.1566 0.7647 -0.0530
H -2.1729 2.5074 -0.7107
C 0.5321 -1.9153 -0.2605
C -0.6361 3.1875 -2.1685
N 0.5955 2.7939 -2.4330
H 2.6692 2.8475 3.4584
H -1.0772 3.9935 -2.7208
H 1.9339 -3.6777 -1.8820
*
```

Output
SMILES string: CCN(CCn1cccn1)Cc1cn[nH]c1-c1ccc(-c2ccccc2)cc1
HOMO-LUMO gap: 8.83 eV

These are the Mulliken partial charges, in e, on atoms 1 to 2: number 1, H, carries 0.416; number 2, H, carries 0.474

***

[2]
C23H25NO6 | ωB97M-V with the def2-TZVPD basis set

Structure (ORCA input):
```
! RIJCOSX wB97M-V def2-TZVPD def2/J DEFGRID3
* xyz 0 1
C 3.0892 -1.3702 0.7362
C 0.9365 -2.3607 0.0510
H 7.0983 1.7764 -0.6460
H -0.4991 -0.4236 -1.8184
C 2.3796 -1.0730 -1.5344
H -3.5308 0.8281 1.2397
H -2.3198 1.3439 -1.5114
H 0.1945 -3.8787 0.9050
C 6.2617 1.3485 -0.0873
H -7.1691 0.5800 0.0798
C -2.8902 0.7175 -0.8241
C 2.1573 -1.6089 -0.2670
H -5.5450 -0.1415 0.0186
H 6.6487 0.5416 0.5462
C -3.2673 1.5251 0.4357
H 4.8665 -0.3731 1.3237
C -6.1248 0.7537 -0.2198
H 0.7667 1.6819 3.1011
O -3.7981 -1.6624 0.4390
O -4.3240 2.4241 0.1967
H 0.8192 1.5043 -1.8216
O -6.0272 0.9238 -1.6148
C 0.8095 1.5388 -0.7421
H -5.6410 1.7297 1.6354
H -6.4169 1.7730 -1.8520
H -6.2571 2.8339 0.3759
H 2.1032 3.3151 1.8224
C 4.3820 0.0126 -0.7444
C 3.4825 -0.2879 -1.7727
O 5.4024 0.8336 -1.0874
H 2.1151 3.2265 -0.6443
C -5.6093 1.9708 0.5624
H 6.2929 2.8157 1.4854
C 1.5396 2.5094 -0.0786
C 0.7835 1.6412 2.0222
N -2.1053 -0.4438 -0.4899
C -0.3111 -1.8574 -0.1939
H -3.8073 0.3941 -1.3238
H 3.6725 0.1255 -2.7504
H 2.9367 -1.8043 1.7123
H 1.6947 -1.2969 -2.3374
H 4.7189 2.0316 1.2716
C 5.5889 2.4291 0.7539
H -2.4101 2.1270 0.7583
O 1.0941 -3.5160 0.6766
O -1.5271 -3.5963 0.8782
C 0.0599 0.6675 1.3597
C 0.0762 0.6031 -0.0280
H -0.5200 -0.0524 1.9194
H 5.2625 3.2441 0.1128
C 1.5322 2.5591 1.3040
C -2.6355 -1.5301 0.1191
C -1.4874 -2.5014 0.3237
C -0.6768 -0.5015 -0.7365
C 4.1811 -0.5551 0.5116
*
```

Output
SMILES string: CCOc1ccc(/C(O)=C2/C(=O)C(=O)N(CCOCCO)[C@H]2c2ccccc2)cc1
HOMO-LUMO gap: 8.44 eV

These are the Mulliken partial charges, in e, on atoms 1 to 2: number 1, C, carries -1.137; number 2, C, carries 0.568

***

[3]
C23H26As2O4Pt | ωB97M-V with the def2-TZVPD basis set

Structure (ORCA input):
```
! RIJCOSX wB97M-V def2-TZVPD def2/J DEFGRID3
* xyz 2 1
Pt -0.0542 0.2374 -0.0898
H 6.6494 -0.6870 -6.6942
H 0.6874 2.4188 1.9252
H -0.0864 -3.0016 -3.3199
H -1.8246 1.4258 1.9740
C 5.2242 0.5754 -4.3998
H -1.8855 -3.8785 -0.7571
H -0.9902 -1.6405 -3.9997
As -1.0341 -1.6391 -1.4575
C -5.2042 -0.9580 -1.4837
C -1.1290 -3.2087 -0.3551
H 2.3756 0.3806 2.0790
H -1.3513 -2.9513 0.6740
H -1.8779 -3.0169 -3.3032
C 3.4471 1.1719 -2.9730
C 4.5271 1.5723 -3.7618
H 0.9401 -1.9056 2.1773
H 3.5194 -2.2166 -3.4905
C 1.9669 -0.5397 -2.0035
C -2.8929 0.5647 -1.6517
H -6.1052 -1.5550 -1.4194
O 5.7199 -1.5229 -5.0364
O 6.3129 0.6988 -5.1847
C -1.6632 3.4189 -1.7025
H 0.1791 1.9767 -3.7574
H -6.2584 0.9054 -1.6215
C -0.8225 -0.5744 1.9606
H -1.6596 -1.2404 2.0995
C -0.9181 0.8488 1.8810
H -2.1388 3.7082 -0.7697
C 4.8631 -0.7650 -4.3047
C 0.5410 -0.9103 2.0437
H -2.3167 3.6171 -2.5490
H -3.9061 -2.6573 -1.3304
H -0.1563 -3.6946 -0.4076
C -0.9808 -2.4004 -3.2275
O 1.8350 0.1962 -0.9312
C 0.4155 1.3752 1.9099
C 3.0876 -0.1665 -2.8782
C 6.6826 -0.6259 -5.6111
H -4.2081 2.2649 -1.7751
H 2.8861 1.9080 -2.4133
C 3.7986 -1.1734 -3.5608
C 1.2994 0.2945 2.0123
H -0.7383 3.9785 -1.8181
H 4.8206 2.6088 -3.8574
C -4.1331 1.1880 -1.6877
H -1.4556 1.4235 -4.1985
C -5.2905 0.4210 -1.6025
H -0.2174 0.2606 -3.6503
H 7.6771 -0.8671 -5.2490
C -3.9595 -1.5799 -1.4342
As -1.2416 1.5482 -1.7319
O 1.2349 -1.5022 -2.2842
C -0.6117 1.2640 -3.5318
C -2.8043 -0.8135 -1.5063
*
```

Output
HOMO-LUMO gap: 4.76 eV

These are the Mulliken partial charges, in e, on atoms 1 to 2: number 1, Pt, carries 1.094; number 2, H, carries 0.264

***

[4]
C23H26BFNO3 | ωB97M-V with the def2-TZVPD basis set

Structure (ORCA input):
```
! RIJCOSX wB97M-V def2-TZVPD def2/J DEFGRID3
* xyz 1 1
C 2.6733 -2.6145 3.5790
C 0.5325 3.8298 -1.1769
N -2.0468 -0.8725 1.6836
H -1.9361 -3.0163 1.8033
C -2.1422 -0.8861 3.1587
H 3.3865 -2.4599 4.3928
C 1.0547 -0.3704 -2.3220
H 3.6985 0.2469 3.5322
C 2.7988 -1.0186 -4.4084
C -0.1421 0.1723 -1.6893
H -1.7733 0.0604 3.5584
H -1.5023 -1.6872 3.5403
H -2.2773 1.5009 -2.5166
H -0.2143 -2.9244 0.1963
H 4.0811 0.5168 -3.6108
C -1.6987 3.5556 -2.1657
C 2.2879 0.3022 -2.4353
F -0.8195 5.7104 -1.7226
H 2.5590 1.0940 -1.7337
H -4.1268 -0.1988 1.6042
H -3.0339 2.0926 0.5572
H -3.1760 -1.0375 3.4935
C 3.1404 -0.0151 -3.4935
C 2.8304 -0.1099 2.9590
H -1.0475 -0.3052 -2.0872
C 0.8921 -1.5824 -3.0414
C 1.6986 -1.8498 -4.1443
C -2.6207 1.3880 1.2922
H 1.9989 1.7360 2.0510
C 2.3083 -1.3763 2.9288
H 3.1719 -3.3297 2.9138
H -2.8558 1.7521 2.3063
C 1.8998 0.6715 2.1964
C 0.5842 2.4567 -0.9650
C 0.8740 -0.1405 1.7226
O -1.1779 1.2908 1.1005
H -2.6183 3.9895 -2.5645
C -0.6414 4.3533 -1.7329
H 1.3908 2.0033 -0.3839
H 1.7940 -3.1174 4.0041
C -1.5359 2.1788 -2.0961
H 3.4232 -1.2011 -5.2881
O 1.1714 -1.4118 2.1545
H 1.3697 4.4659 -0.8979
H -3.1219 -2.3992 0.6207
H 1.4790 -2.7089 -4.7818
C -2.1159 -2.2411 1.0499
C -3.1663 -0.0131 1.1079
H -3.3183 -0.2707 0.0474
C -1.0347 -2.2257 -0.0216
B -0.7406 -0.0613 1.1386
C -0.3684 1.6080 -1.5388
H 0.0645 -2.2384 -2.7840
O -0.4896 -0.8666 -0.0702
H -1.4211 -2.4252 -1.0205
*
```

Output
HOMO-LUMO gap: 6.19 eV

These are the Mulliken partial charges, in e, on atoms 1 to 2: number 1, C, carries -1.378; number 2, C, carries -1.251

***

[5]
C23H26BNO6 | ωB97M-V with the def2-TZVPD basis set

Structure (ORCA input):
```
! RIJCOSX wB97M-V def2-TZVPD def2/J DEFGRID3
* xyz 0 1
H 1.6767 -0.7931 -3.7914
H 3.4534 -0.0145 -0.0040
C 3.1902 -0.8766 -0.6210
B -0.1555 -0.0385 2.8127
H -3.5805 2.4228 -1.9299
H -2.1226 2.0035 0.2532
H 2.1698 -3.9720 -2.7344
H -2.6628 3.5170 3.4911
C -0.8368 0.2786 -5.8733
C 2.4596 -3.0904 -2.1582
H 1.9871 -1.0660 5.8419
H -2.7414 -2.9004 3.1083
O 2.0979 1.4233 3.7061
H -0.3791 2.0855 0.4589
O -2.6598 1.0969 2.1184
C -2.0234 1.5211 3.0773
O 0.1103 -2.4833 1.5609
C -0.0615 0.2932 -3.1551
O -1.1745 -1.0929 2.8135
C -0.9492 1.5763 -1.4549
H -3.2254 2.6282 -3.6690
C 1.7731 0.3772 4.2437
H -2.0065 2.6494 4.9182
C -1.1907 2.3240 -0.2278
H 4.5621 -3.6248 -2.1106
H 5.1990 -1.6345 -0.7368
C 0.9008 0.0505 -0.7487
N -1.6838 1.7689 -2.5734
H -1.1367 0.2260 -6.9202
C 2.3668 -0.0813 5.5604
H -2.5014 1.5568 -5.2474
O 0.8740 -0.4852 3.7668
C -1.6091 1.0059 -4.9580
O -0.7897 1.1615 3.4141
H -3.6377 2.2685 4.2612
C -0.8520 -2.2704 2.2871
H 0.9374 -0.9101 -6.1756
C 0.7370 -0.3401 -4.1019
C -1.8261 -3.3443 2.7115
H -2.4870 3.7217 -2.4670
H 2.1233 0.6476 6.3420
C 4.1577 -1.7871 -1.0266
C 1.4983 -2.1502 -1.7996
C -1.1936 0.9994 -3.6309
H 3.4571 -0.1006 5.4801
C -2.8058 2.6880 -2.6631
H -1.2177 3.4103 -0.3975
H -2.0405 -3.9928 1.8612
H 0.4572 -2.2909 -2.0990
H -1.3549 -3.9627 3.4844
H 0.9996 0.5851 0.1914
C 0.0403 0.5724 -1.7052
C 1.8422 -1.0022 -1.0423
H 0.3117 0.1656 1.4894
C 0.3312 -0.3709 -5.4462
C 3.8022 -2.9025 -1.7977
C -2.6106 2.5528 4.0125
*
```

Output
HOMO-LUMO gap: 6.52 eV

These are the Mulliken partial charges, in e, on atoms 1 to 2: number 1, H, carries 0.505; number 2, H, carries 0.410

***

[6]
C23H26CoN3S | ωB97M-V with the def2-TZVPD basis set

Structure (ORCA input):
```
! RIJCOSX wB97M-V def2-TZVPD def2/J DEFGRID3
* xyz -1 4
C 1.2347 0.3871 -3.2014
H -1.7798 0.8053 4.1488
H 1.8859 -0.2719 4.9542
H 2.0325 0.2988 -1.2136
H 2.6175 0.6583 3.6407
C -3.4501 1.9999 -1.0790
H -2.3120 -0.8588 4.3581
H -0.9001 -0.2685 5.2276
C 1.6667 0.3370 4.0695
H -2.1770 -3.1043 1.5500
C 1.7813 0.5969 -5.5503
H -2.9533 -1.8594 2.5273
H -5.2349 2.1442 0.2542
C 1.3450 -1.0183 1.8828
H 1.0638 -0.9630 -6.8391
C 2.7813 -1.0101 1.4431
N 0.0609 0.8794 -1.0429
H 2.3558 2.0074 -4.0329
C 1.3223 0.9037 -1.7811
C 0.5606 -0.7999 -3.4895
H 1.1533 1.2399 4.4102
H -3.7751 2.3909 -2.0326
C 1.1135 -0.5867 -5.8248
C 2.1155 2.5955 1.1171
C -3.3435 1.2989 1.0482
C -0.5350 -0.6766 3.1486
C -0.9801 1.4205 -1.5538
C 0.8524 -0.4239 3.0670
C 1.8365 1.0793 -4.2456
S 3.5773 3.2277 0.7285
H 1.1691 -2.3012 -0.6205
C -2.1779 1.5243 -0.7706
H -0.5893 -2.4009 -0.6113
C 0.2512 -1.6307 1.2154
H -2.7070 -1.5888 0.8107
H -3.5639 1.0334 2.0740
N -2.1211 1.0979 0.5308
H -0.9773 1.8198 -2.5725
C -0.9098 -1.4285 2.0084
C -2.2528 -2.0234 1.7066
H 2.2556 1.1516 -6.3509
N 1.0740 2.1392 1.3881
H 3.4354 -1.3839 2.2361
C 0.5005 -1.2828 -4.7874
H 0.3633 -3.5782 0.2896
H 1.7386 1.9134 -1.7842
C -4.2015 1.8724 0.1009
H 2.9314 -1.6524 0.5728
C 0.3038 -2.5201 0.0092
H 3.1393 -0.0083 1.1808
C -1.4275 -0.2248 4.2713
H 0.0735 -1.3368 -2.6835
H -0.0274 -2.2062 -4.9927
Co -0.1959 0.5859 1.0898
*
```

Output
⟨S²⟩: 3.762
HOMO-LUMO gap (alpha / beta): 6.79 / 7.46 eV

These are the Mulliken partial charges, in e, on atoms 1 to 2: number 1, C, carries 0.344; number 2, H, carries 0.257

***

[7]
C23H26FN3O4S | ωB97M-V with the def2-TZVPD basis set

Structure (ORCA input):
```
! RIJCOSX wB97M-V def2-TZVPD def2/J DEFGRID3
* xyz 0 1
N -1.1663 -1.9994 -0.5372
H -2.0758 1.4074 -0.5326
H -5.4237 0.7646 2.0516
C 2.1725 -1.2444 0.8063
O 3.7542 3.9307 0.5463
O -1.5041 -1.7207 3.4558
C -1.6201 -0.2854 1.5632
H -1.3971 -3.5251 -2.7857
H 3.7853 3.4941 2.5074
H -2.1516 -3.0519 1.0057
C 0.8247 -1.5686 0.7554
C 4.3010 3.5464 -0.6941
C -4.9721 1.2723 1.2124
H -2.9773 -1.3692 -1.3040
C -5.7014 2.2142 0.5146
C -2.4302 -3.9991 -0.9376
H 0.3825 -1.1853 -2.5914
H -3.3745 3.0922 -1.7849
H 4.4016 1.0259 2.1161
C -3.6529 0.9720 0.8611
H 3.8598 4.2084 -1.4408
O 5.1898 -0.5324 -1.4927
H 5.3922 3.6776 -0.6800
C 3.9769 2.0828 -1.0041
H 2.7063 -1.2676 1.7438
C -2.9290 -0.0225 1.6308
H 0.6605 -2.4226 2.6345
F -5.8089 3.7717 -1.2494
N 4.4800 1.2712 0.0790
H -3.4740 -4.0022 -0.6257
H -3.5185 -0.6045 2.3290
C -1.5701 -3.2487 0.1002
N 0.1625 -1.8567 1.9590
H -6.7173 2.4548 0.7851
C -1.0202 -1.3339 2.4097
H -3.1467 -3.2528 -2.8708
C 4.2584 3.1332 1.5930
H -1.6161 -1.0919 -2.3995
C 0.1477 -1.5961 -0.4927
O 5.1441 -0.9760 0.9398
H -0.9474 0.2663 0.9259
H 5.3484 3.2551 1.6654
C -3.0855 1.6364 -0.2301
C 3.9343 1.6554 1.3596
C -5.1045 2.8559 -0.5563
H 2.7447 -0.5419 -2.4354
H 4.4727 1.7535 -1.9165
S 4.5563 -0.3724 -0.2184
H 2.8858 1.9663 -1.1108
C 2.8510 -0.8836 -0.3404
H 2.8411 1.5146 1.3819
C 2.1928 -0.8243 -1.5536
H -2.1067 -5.0311 -1.0544
C 0.8619 -1.1839 -1.6260
C -2.2727 -3.1916 -2.2269
H -0.6858 -3.8251 0.3785
C -3.8042 2.5759 -0.9409
C -2.0340 -1.7881 -1.6779
*
```

Output
SMILES string: O=C(/C=C/c1ccc(F)cc1)Nc1cc(S(=O)(=O)N2CCOCC2)ccc1N1CCCC1
HOMO-LUMO gap: 8.14 eV

These are the Mulliken partial charges, in e, on atoms 1 to 2: number 1, N, carries 0.680; number 2, H, carries 0.345

***

[8]
C23H26FeN4O2S2 | ωB97M-V with the def2-TZVPD basis set

Structure (ORCA input):
```
! RIJCOSX wB97M-V def2-TZVPD def2/J DEFGRID3
* xyz 0 5
N 0.3320 -2.0750 3.9280
H 1.7320 -2.2858 -5.7344
C -2.5344 3.4310 2.3258
C 1.9230 -0.4545 -2.8050
H 0.9676 4.9004 1.6769
H 0.5470 -2.9025 -2.3324
S -1.6673 -0.9767 2.4840
C 1.8792 -1.3867 -5.1333
H 3.8447 2.3709 -2.5920
N -4.2693 0.2703 0.8239
H 3.6900 0.2664 -3.8109
H -0.5772 6.0586 3.2199
H -5.4624 -1.0519 -0.3835
Fe -1.8698 0.7235 0.6671
C 1.0057 -0.1787 -1.8074
H 3.0820 -2.8233 -2.2128
C -3.4243 -1.0872 -1.0864
C -0.4246 3.3139 1.2398
H 2.8278 -0.9415 -5.4321
H -2.8320 5.1176 3.6239
N 0.9772 -0.3620 2.7837
O -3.6012 -1.9309 -1.9461
H 3.0475 -0.3504 3.4103
H 3.9975 -2.1260 -3.5518
C 2.9526 0.4739 -3.0474
C 3.0540 1.6690 -2.3612
N 0.2182 1.4210 -0.1142
H 0.1681 -0.8265 -1.5796
H -4.6424 1.0584 0.3101
C 1.6764 -1.8804 4.1955
C -4.4674 -0.9671 0.0554
C 0.5659 -2.5153 -3.3526
C -0.5306 -3.1052 4.4672
O -2.4401 -0.2680 -0.9919
H 0.0458 -3.7232 5.1499
C 3.0595 -2.6163 -3.2844
H 0.9345 0.4237 2.1535
S 1.8621 3.3754 -0.4278
H -4.7393 0.2243 1.7186
C -0.8871 5.1461 2.7269
C -2.1494 4.6098 2.9520
H -0.9333 -3.7149 3.6594
C -0.0993 -1.1307 3.0597
C -1.6976 2.7418 1.4451
C 0.4574 2.6266 0.3063
H 0.4931 -3.3648 -4.0330
H -0.3185 -1.8927 -3.4967
H -4.3040 -1.8199 0.7155
C 1.8517 -1.7353 -3.6362
H -3.5284 3.0421 2.5250
C 2.0808 -0.8145 3.4798
H 3.0055 -3.5674 -3.8186
H 1.0814 -0.6807 -5.3706
C -0.0225 4.4985 1.8670
C 1.1001 1.0165 -1.0951
C 2.1040 1.9445 -1.3873
H 2.2268 -2.5187 4.8630
H -1.3688 -2.6491 4.9918
*
```

Output
⟨S²⟩: 6.013
HOMO-LUMO gap (alpha / beta): 8.09 / 8.21 eV

These are the Mulliken partial charges, in e, on atoms 1 to 2: number 1, N, carries 0.183; number 2, H, carries 0.462

***

| no. | energy (eV) |
| --- | --- |
| 1 | -31706.925 |
| 2 | -38031.507 |
| 3 | -157370.165 |
| 4 | -35292.466 |
| 5 | -38726.940 |
| 6 | -77208.879 |
| 7 | -50485.424 |
| 8 | -90388.761 |